Below is an isolated molecule of C6H14O, with properties calculated with the ωB97M-V functional and the def2-TZVPD basis.

Calculated values
Max |F|   1.80 eV/Å
Kohn-Sham gap   0.411 Ha
HOMO energy   -10.21 eV
Energy relative to the best compared isomer or geometry (same formula, charge and spin)   16.4 kcal per mole
Lowest unoccupied orbital energy   0.0362 hartree

Geometry as ORCA input:
```
! RIJCOSX wB97M-V def2-TZVPD def2/J DEFGRID3
* xyz 0 1
C 1.03866 2.04236 -0.62746
C 0.01707 0.89279 -0.58525
C -1.39262 1.52691 -0.39534
C 0.41859 -0.02281 0.57549
C -0.51742 -1.21183 0.88479
C -0.16023 -2.45904 0.06515
O 0.98384 -3.14048 0.52241
H 0.97752 2.62637 -1.54893
H 0.81460 2.78263 0.12781
H 2.03005 1.65226 -0.39733
H 0.01751 0.32896 -1.52111
H -2.18435 0.80838 -0.20437
H -1.30705 2.18605 0.46611
H -1.56184 2.11751 -1.29586
H 1.38506 -0.45505 0.30839
H 0.72807 0.54684 1.45265
H -1.53256 -0.91249 0.62041
H -0.43204 -1.44993 1.94731
H -0.06090 -2.16099 -0.94641
H -1.01575 -3.12604 0.17899
H 1.75377 -2.57240 0.37256
*
```

Below is a structure of composition C44H42N5O4PSSe2Ti, with properties calculated with the ωB97M-V functional and the def2-TZVPD basis.

Calculated values
Max |F|   2.32 eV/Å
Kohn-Sham gap (alpha / beta)   0.157 / 0.211 Ha
HOMO energy (alpha / beta)   -0.03 / -1.51 eV
Energy relative to the best compared isomer or geometry (same formula, charge and spin)   15.4 kcal per mole
Lowest unoccupied orbital energy (alpha / beta)   0.1558 / 0.1554 hartree

Geometry as ORCA input:
```
! RIJCOSX wB97M-V def2-TZVPD def2/J DEFGRID3
* xyz -2 3
Ti -0.02842 1.05815 -0.79011
N -2.26011 4.66694 5.81493
C -1.80751 3.54155 5.08965
C -2.33388 2.27974 5.35309
C -1.86790 1.16863 4.66670
C -0.86528 1.31648 3.72262
C -0.32347 2.56546 3.45733
C -0.80307 3.67583 4.13777
S -0.19727 -0.08039 2.87263
O -0.82723 -1.25888 3.41200
O 1.23730 0.01832 3.05680
N -0.48244 0.13876 1.32351
C -1.84105 0.21877 0.92618
N -2.83863 0.22307 1.75913
C -4.10198 0.41680 1.19976
C -4.26008 0.64582 -0.15852
C -3.15733 0.64116 -0.97875
N -1.89442 0.38395 -0.43471
H -3.20691 4.57094 6.14871
H -2.14281 5.53527 5.31554
H -3.12505 2.17317 6.08948
H -2.29136 0.18637 4.82656
H 0.45030 2.67256 2.69910
H -0.38849 4.65641 3.92284
H -4.94137 0.40234 1.88188
H -5.24389 0.82310 -0.57965
H -3.18806 0.82716 -2.04267
C -1.84245 4.94603 -0.15893
C -1.53143 5.56467 -1.35165
C -0.97884 4.82974 -2.38565
C -0.72630 3.47412 -2.20127
N -0.97137 2.90499 -1.01830
C -1.52423 3.60468 -0.02872
C -0.31032 2.52002 -3.27277
C -0.13953 2.93839 -4.59535
C -0.00989 2.00433 -5.60472
C -0.07166 0.64430 -5.28352
C -0.18039 0.24494 -3.96627
C -0.26692 1.16365 -2.90032
H -2.28992 5.47525 0.67016
H -1.72055 6.62419 -1.48419
H -0.75054 5.29251 -3.33545
H -1.69862 3.06245 0.89385
H -0.11469 3.99511 -4.84645
H 0.12546 2.32588 -6.63089
H -0.00360 -0.10015 -6.07105
H -0.16385 -0.82003 -3.75015
O 3.65353 0.56455 2.77422
C 3.43480 0.33738 1.36666
C 4.08210 1.41317 0.51285
C 5.58969 1.49609 0.80588
O 5.94116 1.97654 2.09907
C 3.95713 1.02839 -0.96657
Se 2.36892 0.03420 -1.55475
C 3.45950 2.78372 0.76998
Se 1.54242 3.01427 0.41846
H 2.77338 0.50238 3.17329
H 2.36767 0.34150 1.17164
H 3.82330 -0.64737 1.08662
H 6.05371 2.17801 0.08647
H 6.01655 0.49706 0.64315
H 5.29098 1.58063 2.70033
H 4.79508 0.38604 -1.24809
H 4.00499 1.93643 -1.56942
H 3.96631 3.51012 0.13150
H 3.62531 3.07542 1.80469
C 0.78440 -4.92892 -4.80986
C -0.45070 -5.07813 -4.19770
C -0.76023 -4.34622 -3.05232
C 0.15612 -3.45574 -2.50359
C 1.39405 -3.30017 -3.13866
C 1.70496 -4.03405 -4.27341
P -0.10719 -2.39828 -0.99623
C -1.77978 -2.92348 -0.44605
C -2.87018 -2.62902 -1.26254
C -4.16059 -2.95332 -0.87461
C -4.38429 -3.55197 0.36011
C -3.31310 -3.80700 1.20058
C -2.01730 -3.49544 0.80122
C 0.98522 -3.32314 0.16188
C 1.18287 -4.70382 0.11662
C 2.03127 -5.32367 1.02239
C 2.69606 -4.56699 1.98664
C 2.50948 -3.19420 2.03427
C 1.66307 -2.57786 1.11808
H 1.02728 -5.49906 -5.69924
H -1.18413 -5.76272 -4.60832
H -1.72735 -4.48664 -2.58318
H 2.10675 -2.57973 -2.74344
H 2.66921 -3.89232 -4.74788
H -2.70857 -2.12052 -2.20799
H -4.99321 -2.70708 -1.52221
H -5.39353 -3.79308 0.67336
H -3.47868 -4.23439 2.18223
H -1.19360 -3.66676 1.48301
H 0.66936 -5.30183 -0.62905
H 2.17672 -6.39719 0.97532
H 3.36210 -5.05136 2.69196
H 3.01670 -2.58487 2.77245
H 1.54026 -1.50215 1.14005
*
```

Below is an isolated molecule of C6H6O, with properties calculated with the ωB97M-V functional and the def2-TZVPD basis.

Calculated values
Max |F|   1.93 eV/Å
Kohn-Sham gap   0.302 Ha
HOMO energy   -7.55 eV
Energy relative to the best compared isomer or geometry (same formula, charge and spin)   39.8 kcal per mole
Lowest unoccupied orbital energy   0.0250 hartree

Geometry as ORCA input:
```
! RIJCOSX wB97M-V def2-TZVPD def2/J DEFGRID3
* xyz 0 1
C 2.00924 -1.14436 -0.43316
C 0.82147 -0.50197 -0.22763
C -0.40064 -0.66296 -1.01058
C -1.50162 0.04066 -0.72934
C -1.48465 0.97135 0.35885
C -0.38249 1.00288 1.14695
O 0.77455 0.36768 0.86813
H 2.15796 -1.80564 -1.33229
H 2.81186 -1.01496 0.29292
H -0.33281 -1.53610 -1.71681
H -2.42993 -0.02381 -1.27397
H -2.44245 1.50845 0.48881
H -0.32896 1.69706 1.96578
*
```